1.
# C37H32NbO14S

C37H32NbO14S as an isolated structure in a non-equilibrium geometry (the ωB97M-V functional and the def2-TZVPD basis, the Open Molecules 2025 dataset).

Highest occupied orbital energy in eV: -4.869
LUMO energy in eV: -0.691
Energy in Eh: -2937.0794
Orbital gap in eV: 4.178
Net charge: -1

Each line ends with the Löwdin charge.
Element x y z (Å)
O1 -4.241 -4.904 -4.525  -0.520
S1 -2.774 -5.356 -4.156  0.639
O2 -2.253 -6.214 -5.373  -0.514
C1 -1.714 -3.814 -4.063  -0.576
Nb1 0.230 -4.101 -2.839  1.015
H1 -2.761 -6.156 -3.002  0.062
H2 -2.347 -2.880 -3.687  0.037
H3 -1.339 -3.544 -5.156  0.047
H4 0.262 -5.820 -3.449  -0.182
H5 -0.668 -4.577 -1.343  -0.179
H6 0.238 -2.363 -2.318  -0.135
H7 1.200 -3.564 -4.311  -0.182
H8 1.786 -4.475 -1.956  -0.200
C2 -0.475 -0.583 1.392  0.032
C3 -0.129 0.337 2.298  0.015
C4 1.238 0.390 2.853  -0.388
O3 1.555 1.230 3.684  0.071
C5 2.208 -0.612 2.368  0.002
C6 1.862 -1.532 1.462  0.033
C7 0.495 -1.585 0.907  -0.375
O4 0.178 -2.425 0.076  -0.016
H9 -1.473 -0.635 0.975  0.124
H10 -0.828 1.080 2.663  0.078
H11 3.206 -0.560 2.785  0.094
H12 2.561 -2.275 1.097  0.112
C8 0.513 2.291 -5.073  0.017
C9 0.752 1.175 -4.379  0.034
C10 -0.236 0.080 -4.325  -0.364
O5 -0.019 -0.942 -3.688  -0.023
C11 -1.497 0.265 -5.070  0.036
C12 -1.736 1.381 -5.765  0.018
C13 -0.748 2.477 -5.818  -0.376
O6 -0.965 3.498 -6.456  0.064
H13 1.227 3.105 -5.123  0.119
H14 1.673 1.024 -3.828  0.126
H15 -2.211 -0.548 -5.021  0.121
H16 -2.657 1.533 -6.316  0.119
C14 5.471 -2.672 5.741  0.023
C15 4.656 -2.456 4.704  0.033
C16 5.158 -2.485 3.316  -0.354
O7 4.413 -2.285 2.366  0.077
C17 6.595 -2.764 3.118  0.031
C18 7.410 -2.980 4.155  0.020
C19 6.908 -2.951 5.543  -0.386
O8 7.653 -3.151 6.493  0.094
H17 5.120 -2.654 6.765  0.122
H18 3.600 -2.251 4.832  0.125
H19 6.946 -2.782 2.094  0.125
H20 8.466 -3.185 4.027  0.122
C20 -3.104 5.100 5.059  0.020
C21 -2.988 4.250 4.035  0.026
C22 -2.653 2.829 4.253  -0.363
O9 -2.545 2.050 3.315  0.082
C23 -2.452 2.384 5.646  0.031
C24 -2.567 3.235 6.671  0.030
C25 -2.903 4.656 6.452  -0.385
O10 -3.011 5.434 7.390  0.094
H21 -3.349 6.146 4.917  0.121
H22 -3.134 4.561 3.007  0.123
H23 -2.207 1.339 5.789  0.095
H24 -2.422 2.924 7.698  0.124
C26 -0.530 4.987 -9.787  0.027
C27 -0.020 5.464 -8.648  0.023
C28 1.156 6.357 -8.650  -0.380
O11 1.624 6.793 -7.607  0.097
C29 1.746 6.701 -9.959  0.016
C30 1.236 6.223 -11.098  0.016
C31 0.060 5.331 -11.096  -0.388
O12 -0.408 4.895 -12.139  0.092
H25 -1.391 4.330 -9.804  0.124
H26 -0.442 5.222 -7.680  0.093
H27 2.607 7.358 -9.942  0.119
H28 1.658 6.466 -12.066  0.119
C32 -3.588 -1.556 6.542  0.025
C33 -4.309 -2.680 6.479  0.028
C34 -3.813 -3.942 7.062  -0.381
O13 -4.471 -4.971 7.003  0.104
C35 -2.491 -3.914 7.719  0.024
C36 -1.770 -2.790 7.782  0.022
C37 -2.266 -1.528 7.199  -0.375
O14 -1.607 -0.499 7.257  0.090
H29 -3.936 -0.622 6.118  0.118
H30 -5.281 -2.716 6.001  0.125
H31 -2.143 -4.848 8.143  0.123
H32 -0.798 -2.754 8.260  0.122

2.
# C37H33AsN8O6PRb

C37H33AsN8O6PRb as an isolated structure (the ωB97M-V functional and the def2-TZVPD basis, the Open Molecules 2025 dataset).

Energy relative to the best compared isomer or geometry (same formula, charge and spin) in kJ/mol: 80.0
Highest occupied orbital energy in eV: -8.006
LUMO energy in eV: -0.212
Energy in Eh: -4920.3211
Orbital gap in eV: 7.794

Each line ends with the Löwdin charge.
Element x y z (Å)
Rb1 -1.264 0.032 -0.348  0.807
C1 -0.056 2.147 5.845  -0.039
N1 0.254 1.977 4.434  -0.139
C2 1.438 2.313 3.842  -0.054
C3 1.302 1.991 2.520  -0.132
N2 0.066 1.462 2.289  0.071
C4 -0.553 1.463 3.455  -0.459
P1 -2.251 0.952 3.851  1.159
C5 -2.268 -0.790 3.341  -0.466
N3 -1.911 -1.318 2.186  0.010
C6 -2.080 -2.665 2.311  -0.126
C7 -2.551 -2.962 3.559  -0.053
N4 -2.669 -1.767 4.212  -0.138
C8 -3.137 -1.605 5.579  -0.037
C9 -3.200 1.786 2.548  -0.467
N5 -2.986 1.792 1.247  -0.001
C10 -3.952 2.588 0.705  -0.129
C11 -4.758 3.084 1.691  -0.059
N6 -4.278 2.570 2.862  -0.138
C12 -4.838 2.825 4.180  -0.037
H1 0.825 2.541 6.343  0.089
H2 -0.319 1.195 6.301  0.080
H3 -0.881 2.844 5.979  0.082
H4 2.249 2.738 4.408  0.118
H5 2.022 2.126 1.729  0.086
H6 -1.843 -3.342 1.507  0.099
H7 -2.806 -3.890 4.040  0.120
H8 -3.363 -2.588 5.981  0.090
H9 -4.038 -0.995 5.610  0.082
H10 -2.373 -1.138 6.197  0.080
H11 -4.023 2.751 -0.359  0.109
H12 -5.618 3.731 1.676  0.119
H13 -5.696 3.482 4.066  0.089
H14 -4.106 3.307 4.824  0.082
H15 -5.164 1.898 4.647  0.083
O1 -3.774 -1.993 -3.047  0.018
C13 -2.589 -1.704 -2.876  -0.709
O2 -2.024 -0.587 -2.744  -0.247
C14 -1.622 -2.899 -2.770  -0.079
C15 -0.741 -3.011 -1.703  0.034
C16 0.085 -4.117 -1.607  -0.116
C17 0.131 -5.107 -2.565  0.077
C18 -0.749 -4.960 -3.622  -0.111
C19 -1.638 -3.907 -3.728  0.084
N7 -0.746 -6.002 -4.672  -0.351
O3 -1.516 -5.871 -5.599  0.088
O4 0.045 -6.917 -4.552  0.076
N8 0.949 -4.247 -0.418  -0.331
O5 0.732 -3.500 0.518  0.063
O6 1.806 -5.106 -0.426  0.086
H16 -0.694 -2.266 -0.925  0.034
H17 0.797 -5.950 -2.492  0.130
H18 -2.347 -3.865 -4.543  0.138
C20 4.011 1.477 -6.362  -0.091
C21 4.142 2.358 -5.296  -0.085
C22 3.359 2.203 -4.160  -0.093
C23 2.433 1.168 -4.082  -0.392
C24 2.289 0.303 -5.166  -0.135
C25 3.083 0.449 -6.297  -0.085
As1 1.250 0.810 -2.580  1.343
C26 1.412 2.431 -1.498  -0.408
C27 2.602 2.878 -0.921  -0.133
C28 2.629 4.054 -0.188  -0.092
C29 1.462 4.788 -0.004  -0.086
C30 0.271 4.343 -0.554  -0.075
C31 0.248 3.169 -1.301  -0.132
C32 2.391 -0.363 -1.510  -0.388
C33 2.295 -0.325 -0.120  -0.144
C34 2.965 -1.254 0.665  -0.080
C35 3.733 -2.241 0.067  -0.093
C36 3.832 -2.289 -1.318  -0.081
C37 3.165 -1.357 -2.103  -0.097
H19 4.624 1.601 -7.245  0.101
H20 4.856 3.170 -5.350  0.102
H21 3.466 2.901 -3.341  0.085
H22 1.541 -0.482 -5.135  0.100
H23 2.965 -0.233 -7.129  0.104
H24 3.506 2.293 -1.041  0.111
H25 3.560 4.399 0.246  0.106
H26 1.483 5.703 0.574  0.103
H27 -0.643 4.902 -0.404  0.105
H28 -0.687 2.840 -1.741  0.092
H29 1.695 0.438 0.363  0.050
H30 2.866 -1.211 1.743  0.109
H31 4.241 -2.981 0.671  0.108
H32 4.425 -3.062 -1.790  0.107
H33 3.253 -1.408 -3.182  0.095

3.
# C37H33Br9N6O8

C37H33Br9N6O8 as an isolated structure in a non-equilibrium geometry (the ωB97M-V functional and the def2-TZVPD basis, the Open Molecules 2025 dataset).

Energy relative to the best compared isomer or geometry (same formula, charge and spin) in kJ/mol: 190.2
Highest occupied orbital energy in eV: -9.650
LUMO energy in eV: -1.267
Energy in Eh: -25525.8242
Orbital gap in eV: 8.383

Each line ends with the Löwdin charge.
Element x y z (Å)
C1 6.484 -0.234 2.672  -1.458
Br1 6.279 1.235 3.985  0.544
Br2 7.214 0.446 0.942  0.543
Br3 4.949 -1.565 2.500  0.568
H1 7.300 -0.797 3.124  -0.047
C2 -4.003 -4.057 2.795  -1.541
Br4 -5.712 -5.080 2.919  0.522
Br5 -2.491 -5.014 3.563  0.588
Br6 -4.362 -2.264 3.513  0.551
H2 -3.790 -3.946 1.732  -0.066
C3 0.606 -3.016 -4.038  -1.534
Br7 1.500 -4.140 -2.637  0.514
Br8 -1.305 -3.343 -4.022  0.556
Br9 1.304 -3.476 -5.807  0.547
H3 0.779 -1.955 -3.857  -0.059
C4 0.706 2.887 3.515  -0.054
C5 0.374 1.700 2.805  -0.051
C6 -0.213 1.764 1.560  -0.009
C7 -0.470 2.984 0.929  -0.138
C8 -0.044 4.145 1.563  -0.007
C9 0.433 4.111 2.917  -0.049
N1 -1.065 3.051 -0.420  -0.324
O1 -1.384 4.141 -0.862  0.080
O2 -1.398 1.998 -0.943  0.060
H4 1.104 2.830 4.518  0.103
H5 0.669 0.732 3.183  0.097
H6 -0.473 0.874 1.006  0.098
H7 -0.218 5.118 1.128  0.110
H8 0.601 5.056 3.411  0.106
C10 0.070 5.243 -5.203  -0.060
C11 0.883 4.566 -6.077  -0.091
C12 1.108 3.239 -5.938  -0.008
C13 0.426 2.501 -4.928  -0.110
C14 -0.509 3.210 -4.135  -0.017
C15 -0.707 4.555 -4.288  -0.061
N2 0.810 1.077 -4.705  -0.340
O3 0.236 0.450 -3.849  0.053
O4 1.576 0.512 -5.482  0.061
H9 0.113 6.321 -5.259  0.114
H10 1.324 5.199 -6.833  0.114
H11 1.833 2.856 -6.640  0.119
H12 -0.991 2.670 -3.334  0.095
H13 -1.422 4.951 -3.581  0.112
C16 3.553 1.197 -0.517  -0.084
C17 2.878 1.589 -1.706  -0.040
C18 2.403 2.906 -1.879  0.023
C19 2.556 3.845 -0.821  -0.124
C20 3.226 3.438 0.365  0.019
C21 3.691 2.127 0.472  -0.086
N3 2.001 5.202 -0.883  -0.332
O5 1.498 5.523 -1.950  0.079
O6 2.125 5.918 0.118  0.055
H14 4.013 0.221 -0.463  0.091
H15 2.780 0.890 -2.523  0.094
H16 1.926 3.106 -2.827  0.092
H17 3.256 4.052 1.254  0.115
H18 4.229 1.713 1.312  0.076
C22 -4.263 -2.054 -0.269  -0.096
C23 -4.196 -0.789 -0.756  -0.069
C24 -5.366 -0.156 -1.260  0.027
C25 -6.586 -0.880 -1.377  -0.135
C26 -6.593 -2.235 -1.044  -0.005
C27 -5.474 -2.848 -0.421  -0.026
N4 -7.818 -0.223 -1.906  -0.294
O7 -8.898 -0.867 -1.988  0.048
O8 -7.735 1.023 -2.067  0.043
H19 -3.365 -2.576 0.027  0.068
H20 -3.292 -0.205 -0.665  0.094
H21 -5.376 0.909 -1.437  0.109
H22 -7.525 -2.752 -1.216  0.109
H23 -5.422 -3.837 0.008  0.071
N5 -0.896 -2.597 0.765  0.079
C28 -0.466 -1.917 -0.304  -0.178
C29 0.763 -1.268 -0.405  -0.053
C30 1.576 -1.368 0.775  -0.067
C31 1.084 -1.941 1.935  -0.098
C32 -0.146 -2.524 1.881  -0.148
H24 -1.208 -1.875 -1.087  0.080
H25 1.137 -0.925 -1.358  0.082
H26 2.644 -1.205 0.771  0.033
H27 1.696 -2.098 2.811  0.061
H28 -0.432 -3.113 2.740  0.054
N6 2.008 -3.364 4.988  0.063
C33 2.485 -4.229 4.066  -0.176
C34 2.259 -5.634 3.973  -0.045
C35 1.427 -6.146 4.962  -0.086
C36 0.819 -5.301 5.907  -0.087
C37 1.147 -3.956 5.920  -0.118
H29 3.168 -3.813 3.340  0.047
H30 2.680 -6.324 3.256  0.102
H31 1.200 -7.201 4.919  0.102
H32 0.108 -5.722 6.602  0.100
H33 0.597 -3.250 6.524  0.099

4.
# C37H33InN3OP2

C37H33InN3OP2 as an isolated structure in a non-equilibrium geometry (the ωB97M-V functional and the def2-TZVPD basis, the Open Molecules 2025 dataset).

Energy relative to the best compared isomer or geometry (same formula, charge and spin) in kJ/mol: 567.1
Highest occupied orbital energy in eV: -9.774
LUMO energy in eV: -2.470
Energy in Eh: -2541.6593
Orbital gap in eV: 7.304
Net charge: +1

Each line ends with the Löwdin charge.
Element x y z (Å)
In1 -1.562 -2.121 2.116  0.672
O1 2.935 -0.779 0.649  -0.007
C1 3.947 -0.956 -0.290  -0.181
C2 5.316 -0.832 -0.069  0.031
C3 6.140 -0.956 -1.251  -0.043
C4 5.641 -1.251 -2.489  -0.095
C5 4.301 -1.511 -2.678  0.002
C6 3.447 -1.389 -1.569  -0.079
C7 2.025 -1.626 -1.509  -0.159
N1 1.377 -2.730 -1.070  0.174
C8 0.060 -2.632 -1.222  -0.076
C9 -0.220 -1.482 -1.914  0.006
N2 1.029 -0.820 -2.026  0.190
H1 5.780 -0.578 0.891  0.126
H2 7.193 -0.736 -1.211  0.110
H3 6.368 -1.258 -3.338  0.133
H4 3.892 -1.787 -3.631  0.120
H5 -0.607 -3.387 -0.901  0.100
H6 -1.229 -1.070 -2.173  0.139
H7 1.166 0.128 -2.309  0.135
C10 -1.084 1.608 0.964  -0.306
C11 0.246 0.948 1.069  -0.394
P1 1.611 2.136 1.484  1.117
C12 2.783 0.968 2.296  -0.300
C13 3.178 1.360 3.603  -0.104
C14 3.884 0.541 4.388  -0.097
C15 4.242 -0.716 3.957  -0.078
C16 3.989 -1.126 2.703  -0.019
C17 3.280 -0.230 1.865  -0.278
C18 2.409 2.352 -0.111  -0.386
C19 3.790 2.341 -0.198  -0.113
C20 4.435 2.489 -1.418  -0.060
C21 3.648 2.621 -2.609  -0.048
C22 2.228 2.676 -2.491  -0.099
C23 1.640 2.454 -1.289  -0.134
C24 -2.097 0.634 0.302  -0.371
P2 -3.523 -0.020 1.233  1.013
C25 -3.878 -1.277 -0.002  -0.519
C26 -4.459 -2.575 0.528  -0.148
C27 -4.390 -3.720 -0.476  -0.167
C28 -3.876 -3.276 -1.784  -0.218
C29 -4.088 -1.951 -2.294  -0.048
C30 -3.987 -0.943 -1.433  -0.095
C31 -4.864 1.210 1.085  -0.358
C32 -6.051 0.875 0.377  -0.056
C33 -7.121 1.805 0.429  -0.067
C34 -7.073 2.985 1.180  -0.089
C35 -5.890 3.367 1.789  -0.052
C36 -4.788 2.449 1.697  -0.093
H8 -1.111 2.512 0.381  0.095
H9 -1.461 1.922 1.922  0.093
H10 0.402 0.394 0.127  0.067
H11 0.177 0.279 1.879  0.008
H12 3.008 2.382 3.996  0.118
H13 4.251 0.953 5.330  0.122
H14 4.976 -1.321 4.527  0.130
H15 4.252 -2.108 2.221  0.151
H16 1.730 -3.555 -0.608  0.195
H17 4.407 2.202 0.711  0.121
H18 5.532 2.462 -1.568  0.116
H19 4.087 2.818 -3.571  0.094
H20 1.610 2.863 -3.355  0.105
H21 0.581 2.308 -1.230  0.090
H22 -1.590 -0.229 -0.090  0.013
H23 -2.473 1.104 -0.629  0.097
H24 -5.034 -2.683 1.386  0.112
H25 -4.757 -4.706 -0.193  0.152
H26 -3.734 -4.034 -2.583  0.152
H27 -4.282 -1.783 -3.375  0.127
H28 -4.020 0.054 -1.716  0.086
H29 -6.099 0.005 -0.276  0.097
H30 -8.088 1.550 0.067  0.093
H31 -8.001 3.516 1.365  0.108
H32 -5.707 4.245 2.390  0.102
H33 -3.917 2.693 2.247  0.081
N3 -2.977 -3.578 -0.641  0.008
C37 -2.951 -2.475 0.437  -0.467

5.
# C37H33N11O2STeTi

C37H33N11O2STeTi as an isolated structure (the ωB97M-V functional and the def2-TZVPD basis, the Open Molecules 2025 dataset).

Energy relative to the best compared isomer or geometry (same formula, charge and spin) in kJ/mol: 9.7
2S+1: 3
Highest occupied orbital energy (alpha / beta) in eV: -5.346 / -6.333
LUMO energy (alpha / beta) in eV: -0.152 / -0.167
Energy in Eh: -3698.4347
Orbital gap (alpha / beta) in eV: 5.194 / 6.166

Each line ends with the Löwdin spin population.
Element x y z (Å)
Ti1 -1.013 -0.377 0.334  1.095
C1 -4.521 -3.749 0.665  0.002
N1 -3.196 -4.285 0.945  0.005
C2 -3.114 -4.970 2.242  0.001
C3 -2.123 -3.456 0.627  0.011
N2 -2.218 -2.235 0.257  0.010
N3 -0.905 -4.104 0.701  0.003
C4 0.290 -3.607 0.200  0.000
N4 1.283 -4.574 0.176  0.000
N5 0.401 -2.414 -0.215  0.000
H1 -5.242 -4.557 0.778  0.000
H2 -4.566 -3.398 -0.364  0.000
H3 -4.808 -2.932 1.339  0.002
H4 -3.989 -5.608 2.348  0.000
H5 -3.089 -4.261 3.077  0.000
H6 -2.235 -5.605 2.310  0.000
H7 -3.176 -1.912 0.319  0.002
H8 -0.973 -5.106 0.725  0.000
H9 1.310 -5.176 0.987  0.000
H10 2.199 -4.204 -0.036  0.000
H11 1.356 -2.223 -0.502  0.000
S1 -6.805 4.719 0.342  -0.003
N6 -6.609 3.344 1.174  -0.010
C5 -5.401 2.896 0.896  0.000
C6 -4.809 1.679 1.425  0.014
C7 -5.402 0.876 2.372  0.113
C8 -4.679 -0.231 2.852  0.054
C9 -3.447 -0.515 2.333  0.061
N7 -2.860 0.203 1.340  0.142
C10 -3.523 1.347 0.943  0.125
C11 -2.794 2.193 0.077  0.082
N8 -1.536 1.766 -0.239  0.095
C12 -0.782 2.602 -0.972  0.022
C13 -1.219 3.818 -1.446  0.060
C14 -2.518 4.236 -1.164  0.041
C15 -3.317 3.423 -0.393  0.033
C16 -4.672 3.748 0.010  -0.001
N9 -5.349 4.817 -0.361  0.004
H12 -6.382 1.127 2.755  0.006
H13 -5.074 -0.849 3.647  0.002
H14 -2.866 -1.338 2.728  0.003
H15 0.228 2.284 -1.176  0.000
H16 -0.546 4.435 -2.024  0.003
H17 -2.902 5.182 -1.522  0.001
Te1 0.165 -1.100 2.782  -0.008
C17 1.000 0.735 3.411  0.003
C18 0.675 1.928 2.766  0.006
C19 1.244 3.127 3.174  0.001
C20 2.139 3.153 4.233  0.000
C21 2.464 1.970 4.882  0.000
C22 1.900 0.768 4.474  -0.001
H18 -0.023 1.917 1.938  0.005
H19 0.985 4.044 2.657  0.000
H20 2.582 4.089 4.550  0.000
H21 3.164 1.979 5.709  0.000
H22 2.164 -0.153 4.980  -0.001
O1 -0.799 -0.530 -1.876  0.007
C23 0.404 -0.216 -1.777  0.005
N10 1.362 -0.272 -2.726  0.002
C24 2.646 0.143 -2.175  0.000
C25 2.210 0.507 -0.708  0.001
O2 2.968 0.968 0.108  0.001
N11 0.891 0.202 -0.580  0.001
C26 3.215 1.381 -2.845  0.000
C27 2.445 2.168 -3.693  0.000
C28 2.971 3.334 -4.238  0.000
C29 4.264 3.727 -3.931  0.000
C30 5.032 2.947 -3.075  0.000
C31 4.513 1.781 -2.536  0.000
C32 3.608 -1.041 -2.166  0.000
C33 3.915 -1.741 -1.002  0.000
C34 4.719 -2.875 -1.060  0.000
C35 5.226 -3.317 -2.273  0.000
C36 4.937 -2.609 -3.434  0.000
C37 4.139 -1.479 -3.377  0.000
H23 1.204 -0.590 -3.666  0.000
H24 1.430 1.877 -3.930  0.000
H25 2.362 3.936 -4.901  0.000
H26 4.672 4.636 -4.353  0.000
H27 6.039 3.252 -2.822  0.000
H28 5.107 1.182 -1.859  0.000
H29 3.561 -1.385 -0.042  0.000
H30 4.970 -3.400 -0.146  0.000
H31 5.857 -4.195 -2.314  0.000
H32 5.340 -2.936 -4.383  0.000
H33 3.930 -0.919 -4.283  0.000